1.
Formula: C27H40Cl2FeN5Sb
Source: OMol25
Level of theory: ωB97M-V with the def2-TZVPD basis set

Its multiplicity is 5. Its orbital gap (alpha / beta) is 5.972 / 6.403 eV. For the HOMO energy (alpha / beta), the calculation gives -0.4669 / -0.4838 hartree. Its LUMO energy (alpha / beta) is -6.7341 / -6.7616 eV. As for the charge: +2. As for the expectation value of S²: 6.022. The value obtained for the energy above the lowest of the compared OMol25 structures with the same formula, charge and spin is 0.00 kJ/mol.

Element x y z (Å)
Fe: -0.0211 0.0709 -0.5005
N: -1.5638 4.3771 -1.0051
C: -0.8854 3.2513 -1.2525
N: -0.8955 2.2026 -0.4858
C: -1.6808 2.2249 0.6683
N: -1.8447 1.1204 1.3397
N: -1.2902 0.0185 0.9262
C: -1.8418 -1.1563 1.2557
C: -1.3183 -2.3142 0.6613
C: -1.8260 -3.6140 0.8971
C: -1.2902 -4.6773 0.2176
C: -0.2498 -4.4527 -0.6919
C: 0.2039 -3.1619 -0.8693
N: -0.2974 -2.1128 -0.2268
C: -2.3840 3.4302 1.0410
C: -3.1582 3.5393 2.1967
C: -3.8647 4.7005 2.4458
C: -3.8035 5.7677 1.5578
C: -3.0358 5.6831 0.4089
C: -2.3319 4.5193 0.1492
H: -1.5458 5.1407 -1.6673
H: -0.2880 3.2288 -2.1558
H: -2.7185 -1.1676 1.8890
H: -2.6356 -3.7381 1.5992
H: -1.6647 -5.6759 0.3765
H: 0.1834 -5.2642 -1.2502
H: 1.0117 -2.9555 -1.5607
H: -3.2047 2.7075 2.8808
H: -4.4747 4.7755 3.3324
H: -4.3674 6.6645 1.7523
H: -2.9914 6.5074 -0.2843
Cl: 1.2096 0.1113 -2.2890
C: -0.0552 -0.3496 -3.4408
Cl: -1.5589 -0.3700 -2.5033
H: 0.1580 -1.3431 -3.8321
H: -0.1109 0.3880 -4.2407
C: 3.6994 -2.2422 1.0050
C: 4.0541 -0.7687 1.0650
C: 5.1787 -0.5144 2.0417
C: 4.4080 -0.2377 -0.3106
Sb: 2.1092 0.3191 1.7287
C: 2.5493 2.5875 1.7227
C: 3.8974 2.8714 2.3491
C: 2.5116 2.9930 0.2600
C: 1.4409 3.2832 2.4890
C: 1.4711 -0.4265 3.8406
C: 0.8530 -1.7894 3.6087
C: 0.4569 0.5527 4.3915
C: 2.7022 -0.5036 4.7147
H: 4.5224 -2.7908 0.5473
H: 2.8037 -2.4181 0.4073
H: 3.5499 -2.6570 2.0002
H: 6.0616 -1.0533 1.6949
H: 4.9483 -0.8762 3.0385
H: 5.4401 0.5376 2.0987
H: 5.2431 -0.8125 -0.7103
H: 4.7252 0.8020 -0.2692
H: 3.5762 -0.3323 -1.0083
H: 4.7143 2.5231 1.7221
H: 3.9872 2.4254 3.3380
H: 4.0118 3.9497 2.4674
H: 3.2925 2.5065 -0.3208
H: 2.6628 4.0695 0.1795
H: 1.5436 2.7494 -0.1798
H: 1.5526 3.1444 3.5605
H: 0.4534 2.9369 2.1846
H: 1.4939 4.3544 2.2960
H: -0.0633 -1.7090 3.0257
H: 0.5999 -2.2409 4.5675
H: 1.5396 -2.4660 3.1024
H: -0.3389 0.7615 3.6772
H: 0.9278 1.4840 4.6945
H: -0.0052 0.1227 5.2798
H: 3.3569 -1.3173 4.4115
H: 2.3932 -0.7007 5.7425
H: 3.2606 0.4316 4.7205

Atom charges from the Löwdin analysis, given in e for atoms 1 to 6:
1. Fe 0.295
2. N 0.154
3. C -0.124
4. N 0.059
5. C -0.263
6. N 0.069

***

2.
Formula: C14H14N3O3V
Source: OMol25
Level of theory: ωB97M-V with the def2-TZVPD basis set

Its multiplicity is 4. Its orbital gap (alpha / beta) is 6.804 / 6.390 eV. For the HOMO energy (alpha / beta), the calculation gives -0.4016 / -0.4012 hartree. Its LUMO energy (alpha / beta) is -4.1252 / -4.5281 eV. As for the charge: +1. As for the expectation value of S²: 3.783.

Element x y z (Å)
V: -0.5425 -0.0877 1.3694
O: 0.8946 -1.4184 -3.5374
C: 0.3163 -0.2244 -3.6979
C: 0.1600 0.2392 -5.0048
C: -0.3938 1.4757 -5.2489
C: -0.8276 2.2864 -4.1975
C: -0.7094 1.8354 -2.9062
C: -0.1375 0.5832 -2.6296
C: -0.0091 0.1646 -1.2486
O: -0.6263 0.7758 -0.2797
N: 0.8306 -0.8260 -0.9309
N: 0.8724 -0.9238 0.4081
C: 1.8255 -1.5494 1.0387
C: 1.7770 -1.2858 2.4512
C: 2.6795 -1.7311 3.4114
C: 2.5226 -1.3164 4.7202
C: 1.4698 -0.4652 5.0519
C: 0.6141 -0.0532 4.0547
N: 0.7479 -0.4498 2.7768
H: 1.1220 -1.5510 -2.5993
H: 0.5057 -0.3970 -5.8086
H: -0.4776 1.8290 -6.2681
H: -1.2508 3.2600 -4.4015
H: -1.0486 2.4416 -2.0766
H: 2.6110 -2.0949 0.5329
H: 3.4894 -2.3820 3.1136
H: 3.2193 -1.6430 5.4800
H: 1.3278 -0.1277 6.0679
H: -0.2033 0.6267 4.2680
C: -3.5614 0.7071 0.7069
O: -2.6814 0.1728 1.7339
H: -4.5524 0.8788 1.1200
H: -3.6331 0.0208 -0.1351
H: -3.1348 1.6464 0.3727
H: -3.1960 -0.4167 2.2925

Atom charges from the natural (NBO) analysis, given in e for atoms 1 to 6:
1. V 1.253
2. O -0.657
3. C 0.380
4. C -0.275
5. C -0.134
6. C -0.258

***

3.
Formula: CH3N5O
Source: OMol25
Level of theory: ωB97M-V with the def2-TZVPD basis set

Its multiplicity is 1. Its orbital gap is 9.474 eV. For the HOMO energy, the calculation gives -0.3678 hartree. Its LUMO energy is -0.5331 eV. The value obtained for the energy above the lowest of the compared OMol25 structures with the same formula, charge and spin is 385.81 kJ/mol.

Element x y z (Å)
C: -0.4511 -0.8008 -0.0436
H: 0.1955 2.2416 -0.7740
H: 0.0478 1.8924 0.8865
H: -2.3507 -0.0156 0.3647
N: 0.3705 1.4084 0.0633
N: 0.4040 0.1478 -0.0915
N: 1.7449 -0.3934 -0.2745
N: 1.6037 -1.5945 -0.0738
N: 0.2842 -1.9167 0.2152
O: -1.8487 -0.9692 -0.2723

Atom charges from the natural (NBO) analysis, given in e for atoms 1 to 6:
1. C 0.600
2. H 0.369
3. H 0.378
4. H 0.482
5. N -0.650
6. N -0.135

***

Number 1: strongest force on any atom 4.0 eV/A. Number 2: strongest force on any atom 2.8 eV/A. Number 3: strongest force on any atom 9.8 eV/A.